Record 1
This record from the Open Molecules 2025 dataset describes 2 unconnected molecules or ions with the total composition C10H16 in a non-equilibrium geometry. The level of theory is ωB97M-V/def2-TZVPD.

Geometry as XYZ:
```
26
Properties=species:S:1:pos:R:3:nbo_charge:R:1
C 2.157 1.925 0.103 -0.617
C 0.630 1.716 0.084 0.003
C -0.038 1.417 1.276 -0.242
C -1.465 1.422 1.230 -0.197
C -2.132 1.823 0.088 -0.239
C -1.433 2.134 -1.045 -0.199
C -0.107 2.030 -1.051 -0.218
H 2.499 1.529 -0.769 0.217
H 2.513 1.622 1.088 0.217
H 2.316 3.111 -0.010 0.212
H 0.620 1.140 2.093 0.218
H -2.133 0.952 2.050 0.219
H -3.125 1.975 -0.098 0.213
H -1.926 2.593 -1.911 0.210
H 0.400 2.284 -2.068 0.204
C -1.146 -2.387 -0.360 -0.623
C 0.135 -2.271 0.420 -0.418
C 1.460 -2.862 -0.224 -0.603
H -1.643 -3.427 -0.355 0.205
H -1.905 -1.692 0.195 0.212
H -1.243 -2.036 -1.509 0.207
H 0.278 -1.149 0.633 0.215
H 0.024 -2.940 1.320 0.205
H 1.378 -2.595 -1.331 0.197
H 2.220 -2.381 0.249 0.200
H 1.668 -3.933 -0.098 0.203
```

spin multiplicity: 1
highest occupied orbital energy: -0.33252 Ha
SMILES: Cc1ccccc1.CCC
relative energy (zero: lowest compared OMol25 entry of this formula, charge and spin): 52.3 kcal/mol

---

Record 2
This record from the Open Molecules 2025 dataset describes a molecular structure, C3H4AlO2 in a non-equilibrium geometry. The level of theory is ωB97M-V/def2-TZVPD.

Geometry as XYZ:
```
10
Properties=species:S:1:pos:R:3:nbo_charge:R:1
C -2.309 2.000 0.259 0.485
O 1.453 -1.292 -0.639 -0.817
C 1.165 -0.421 0.375 0.097
C 0.005 0.243 0.426 -0.447
O -3.186 1.461 0.743 -0.476
Al 0.471 -0.696 -2.638 0.964
H 1.254 -2.199 -0.381 0.526
H 1.997 -0.190 1.045 0.217
H -0.026 1.179 1.015 0.261
H -0.823 -0.085 -0.205 0.190
```

spin multiplicity: 1
highest occupied orbital energy: -0.54487 Ha
charge: +1
relative energy (zero: lowest compared OMol25 entry of this formula, charge and spin): 0.0 kcal/mol

---

Record 3
This record from the Open Molecules 2025 dataset describes a molecular structure, C16H33N5O4RhS2 in a non-equilibrium geometry. The level of theory is ωB97M-V/def2-TZVPD.

Geometry as XYZ:
```
61
Properties=species:S:1:pos:R:3:mulliken_spin:R:1
Rh 0.252 0.026 -0.416 2.733
C 4.485 3.623 -0.610 0.001
N 3.969 2.284 -0.325 0.013
C 4.962 1.301 0.115 -0.001
C 2.704 1.960 -0.422 0.003
O 2.278 0.807 -0.128 0.134
C 1.717 3.016 -0.893 -0.001
O 0.469 2.362 -0.978 0.009
C -0.664 3.178 -1.187 -0.008
C -1.865 2.294 -0.895 0.000
O -1.677 1.113 -0.489 0.130
N -3.059 2.806 -1.064 0.011
C -3.258 4.198 -1.481 0.001
C -4.265 2.013 -0.819 -0.001
H 5.330 3.819 0.045 0.000
H 3.741 4.396 -0.432 0.000
H 4.830 3.693 -1.643 0.001
H 5.209 1.467 1.165 0.000
H 5.865 1.418 -0.479 0.000
H 4.572 0.297 -0.003 0.000
H 2.022 3.418 -1.863 0.002
H 1.672 3.832 -0.165 0.003
H -0.695 3.556 -2.213 0.002
H -0.662 4.029 -0.499 0.004
H -2.931 4.354 -2.510 0.000
H -2.732 4.889 -0.822 0.000
H -4.316 4.431 -1.424 0.000
H -4.002 0.976 -0.641 0.002
H -4.919 2.079 -1.686 0.000
H -4.796 2.403 0.050 0.000
C -3.268 -2.007 2.893 0.000
N -2.187 -2.298 1.957 0.031
C -2.521 -3.153 0.823 -0.007
C -1.013 -1.643 1.925 0.003
O -0.368 -1.635 0.811 0.168
N -0.520 -1.082 3.044 0.022
C 0.567 -0.119 2.963 0.013
C -0.802 -1.545 4.401 -0.001
H -4.202 -1.947 2.334 0.001
H -3.108 -1.057 3.394 0.000
H -3.387 -2.794 3.639 0.002
H -1.657 -3.746 0.532 0.000
H -2.841 -2.565 -0.043 0.002
H -3.332 -3.816 1.110 0.000
H 0.463 0.517 2.082 -0.011
H 1.545 -0.604 2.930 0.000
H 0.529 0.522 3.842 0.002
H -1.367 -2.469 4.402 0.000
H -1.340 -0.785 4.969 0.001
H 0.147 -1.731 4.907 0.001
S 0.172 -1.220 -2.491 0.635
C 0.807 -2.816 -2.426 -0.017
N 0.837 -3.570 -3.493 0.060
C 1.337 -4.937 -3.353 -0.001
C 2.005 -5.028 -1.975 -0.002
S 1.459 -3.564 -1.022 0.047
H 0.454 -3.257 -4.380 0.000
H 2.045 -5.148 -4.153 0.002
H 0.503 -5.635 -3.450 0.003
H 3.091 -4.987 -2.031 0.003
H 1.718 -5.923 -1.430 0.002
```

spin multiplicity: 5
highest occupied orbital energy (spin up / spin down): -0.62450 / -0.62001 Ha
charge: +3

---

Record 4
This record from the Open Molecules 2025 dataset describes a single C19H19ClN2O2S molecule in a non-equilibrium geometry. The level of theory is ωB97M-V/def2-TZVPD.

Geometry as XYZ:
```
44
Properties=species:S:1:pos:R:3:nbo_charge:R:1
C 1.514 2.939 -1.633 -0.602
C 1.910 3.217 -0.183 -0.442
C 2.220 1.964 0.563 0.293
C 1.759 1.467 1.745 -0.323
C 2.448 0.248 1.965 -0.298
C 3.281 0.081 0.899 0.267
C 4.214 -1.014 0.514 -0.430
C 3.522 -2.089 -0.354 -0.516
C 2.986 -1.440 -1.602 0.706
O 3.627 -1.271 -2.611 -0.583
N 1.688 -0.964 -1.556 -0.641
C 0.746 -1.033 -0.570 0.273
N 0.717 -1.843 0.428 -0.502
C -0.358 -1.625 1.224 -0.039
C -1.197 -0.629 0.846 -0.213
C -2.455 -0.166 1.502 -0.457
C -3.630 -0.392 0.586 -0.059
C -4.300 -1.609 0.597 -0.136
C -5.357 -1.853 -0.261 -0.223
C -5.762 -0.874 -1.153 -0.202
C -5.106 0.343 -1.186 -0.223
C -4.046 0.575 -0.324 -0.032
Cl -3.240 2.107 -0.402 0.001
S -0.610 0.093 -0.623 0.364
O 3.146 1.124 0.047 -0.426
H 1.361 3.873 -2.167 0.211
H 0.591 2.365 -1.671 0.203
H 2.300 2.377 -2.133 0.214
H 1.104 3.737 0.337 0.219
H 2.793 3.862 -0.175 0.215
H 1.021 1.912 2.382 0.225
H 2.334 -0.415 2.798 0.225
H 4.604 -1.490 1.415 0.230
H 5.043 -0.585 -0.052 0.232
H 4.265 -2.830 -0.650 0.234
H 2.717 -2.558 0.207 0.264
H 1.433 -0.412 -2.368 0.418
H -0.479 -2.242 2.095 0.208
H -2.375 0.897 1.741 0.239
H -2.589 -0.728 2.427 0.234
H -3.982 -2.372 1.291 0.206
H -5.864 -2.805 -0.233 0.217
H -6.586 -1.056 -1.825 0.219
H -5.409 1.113 -1.878 0.228
```

spin multiplicity: 1
highest occupied orbital energy: -0.29508 Ha
SMILES: CCc1ccc(CCC(=O)Nc2ncc(Cc3ccccc3Cl)s2)o1
relative energy (zero: lowest compared OMol25 entry of this formula, charge and spin): 21.7 kcal/mol

---

Record 5
This record from the Open Molecules 2025 dataset describes a molecular structure, C22H35AlN3O3SSi4 in a non-equilibrium geometry. The level of theory is ωB97M-V/def2-TZVPD.

Geometry as XYZ:
```
69
Properties=species:S:1:pos:R:3:mulliken_spin:R:1
Al 0.287 -1.280 -1.117 -0.038
O 1.214 -0.989 -5.007 -0.002
C 0.605 -1.331 -4.009 0.003
N -0.047 -0.636 -3.045 -0.002
C -0.356 0.706 -3.235 -0.018
O -0.090 1.408 -4.200 -0.009
C -1.174 1.149 -2.128 -0.119
C -1.725 2.619 -2.089 0.424
C -2.701 3.037 -0.522 0.415
C -2.940 1.566 0.614 0.306
C -2.189 0.317 0.064 0.018
N -1.424 0.100 -1.101 0.082
C 0.378 -2.806 -3.716 0.001
C 0.773 -3.799 -4.588 0.000
C 0.482 -5.118 -4.275 0.000
C -0.184 -5.382 -3.092 0.000
C -0.527 -4.322 -2.270 0.000
N -0.262 -3.050 -2.566 0.001
H -1.520 3.367 -2.836 -0.003
H -3.128 4.018 -0.312 0.111
H -3.455 1.668 1.580 0.034
H -2.194 -0.498 0.704 -0.070
H 1.284 -3.510 -5.496 0.000
H 0.771 -5.922 -4.941 0.000
H -0.428 -6.393 -2.795 0.000
H -1.031 -4.493 -1.326 0.000
C 0.791 3.195 -1.442 0.010
Si -0.596 2.487 -0.178 -0.037
C -0.638 3.920 1.161 0.030
C -2.919 1.880 -1.245 -0.179
Si 0.289 0.496 0.903 0.001
Si 2.542 0.887 1.576 0.001
C 3.512 1.514 0.087 0.001
C 3.350 -0.677 2.250 0.001
C 2.658 2.202 2.955 0.005
Si -0.868 -0.737 2.829 -0.008
C -2.742 -1.451 2.722 0.008
C 0.146 -2.266 3.259 0.003
C -0.943 0.425 4.324 0.013
H 0.398 4.004 -2.061 -0.005
H 1.148 2.413 -2.107 0.001
H 1.670 3.616 -0.932 0.001
H -1.015 4.850 0.719 0.004
H 0.349 4.146 1.582 -0.004
H -1.301 3.638 1.985 0.002
H -3.384 2.871 -2.128 -0.035
H -3.921 1.634 -0.012 0.014
H -2.970 0.962 -1.791 0.010
H 3.350 0.874 -0.783 0.000
H 4.587 1.523 0.302 0.000
H 3.213 2.528 -0.177 -0.001
H 3.189 -1.530 1.590 0.000
H 2.945 -0.928 3.234 0.000
H 4.432 -0.534 2.364 0.000
H 2.231 3.149 2.617 -0.001
H 3.694 2.394 3.264 0.000
H 2.105 1.871 3.837 0.001
H -2.948 -2.052 1.838 0.000
H -3.470 -0.643 2.762 0.004
H -2.942 -2.115 3.576 0.001
H 0.337 -2.866 2.372 -0.001
H -0.375 -2.890 3.997 0.000
H 1.110 -1.982 3.687 0.000
H -1.549 1.306 4.100 0.000
H 0.064 0.755 4.587 0.000
H -1.380 -0.069 5.200 0.000
S 2.666 -4.162 -0.654 0.000
C 1.618 -2.834 -0.753 0.016
O 1.148 -2.227 0.290 0.010
```

spin multiplicity: 2
highest occupied orbital energy (spin up / spin down): -0.00825 / -0.02910 Ha
charge: -2
relative energy (zero: lowest compared OMol25 entry of this formula, charge and spin): 444.1 kcal/mol

---

Record 6
This record from the Open Molecules 2025 dataset describes a single C4H5NS3 molecule in a non-equilibrium geometry. The level of theory is ωB97M-V/def2-TZVPD.

Geometry as XYZ:
```
13
Properties=species:S:1:pos:R:3:nbo_charge:R:1
S -1.059 -1.397 -0.957 0.066
C -0.645 -0.672 0.400 -0.311
S -1.773 -0.169 1.598 0.149
C 0.745 -0.337 0.522 -0.472
C 1.638 -0.695 -0.541 -0.553
C 1.849 0.438 -1.496 0.091
N 1.231 1.553 -1.206 -0.569
S 0.595 1.529 0.329 0.447
H -1.129 0.735 2.332 0.124
H 0.965 -0.824 1.471 0.259
H 1.037 -1.517 -1.225 0.286
H 2.623 -1.447 -0.233 0.256
H 2.168 0.384 -2.728 0.226
```

spin multiplicity: 1
highest occupied orbital energy: -0.31770 Ha
SMILES: S=C(S)[C@H]1CC=NS1
relative energy (zero: lowest compared OMol25 entry of this formula, charge and spin): 74.6 kcal/mol